Record 1
{
  "formula": "C3H8ClN2",
  "method": "ωB97M-V with the def2-TZVPD basis set",
  "largest_force_ev_per_a": 5.6,
  "gap_ev": 10.6,
  "total_charge": 1,
  "relative_energy_ev": 2.6780,
  "e_tot_ha": -688.4640,
  "symbols": ["C", "Cl", "H", "C", "H", "H", "N", "H", "N", "H", "C", "H", "H", "H"],
  "coordinates": [[0.6084, 0.4314, -1.4248], [-0.3755, 1.8429, -1.6515], [2.6053, -0.1125, -0.9395], [-1.2404, 0.7932, 0.8378], [0.4406, -0.3738, -2.0037], [-1.4514, 1.8421, 0.3671], [-0.7054, -0.0823, 0.1116], [-0.6352, -1.3922, 1.7425], [1.7541, 0.4885, -0.7266], [1.8541, 1.1495, 0.1422], [-0.4749, -1.3484, 0.7236], [-1.2355, -2.0195, 0.4922], [-1.6309, 0.5737, 1.8935], [0.4869, -1.7926, 0.4356]],
  "lowdin_charge": [-0.51, 0.78, 0.17, -0.02, 0.07, 0.07, -0.16, 0.07, 0.08, 0.19, -0.09, 0.08, 0.14, 0.10]
}

***

Record 2
{
  "formula": "C37H35F17N3O2S",
  "method": "ωB97M-V with the def2-TZVPD basis set",
  "largest_force_ev_per_a": 10.6,
  "gap_ev": 6.3,
  "total_charge": 1,
  "e_tot_ha": -3839.9224,
  "symbols": ["C", "C", "H", "H", "H", "H", "N", "C", "H", "C", "C", "F", "S", "C", "N", "C", "F", "C", "O", "F", "C", "C", "F", "C", "N", "F", "H", "O", "H", "H", "C", "C", "C", "H", "C", "C", "F", "F", "H", "C", "F", "H", "H", "F", "F", "H", "H", "H", "H", "C", "H", "C", "H", "F", "C", "H", "H", "H", "H", "C", "C", "F", "C", "C", "F", "C", "C", "F", "C", "H", "H", "H", "H", "H", "C", "C", "C", "H", "H", "C", "F", "F", "F", "H", "C", "H", "H", "H", "H", "C", "H", "C", "C", "C", "C"],
  "coordinates": [[-6.0593, -0.1581, 0.5801], [10.0670, -2.6651, -3.1713], [-6.0588, -0.1369, 3.0789], [2.0156, 4.5592, -1.5923], [-6.0008, -0.5966, -0.4218], [-8.5626, -0.8344, 5.8347], [-7.1790, 1.6854, 3.1006], [4.6200, 1.8779, -0.6738], [3.4548, 2.2694, 1.3616], [-6.2249, 0.6840, 3.7687], [8.1139, -0.8700, -1.3261], [-2.8504, -3.8945, -1.1753], [7.0196, 0.1049, -0.1552], [2.2357, 3.5258, -1.0882], [3.1547, -0.1097, 2.0859], [-1.4613, 1.6533, -1.5327], [-0.5215, -2.7195, 0.2309], [-7.2034, 2.9794, 3.9450], [1.9685, 0.1827, 2.0245], [-2.4658, -4.0687, -3.5231], [-0.7886, -2.6714, -2.2710], [-6.6336, 2.1160, 1.7093], [0.5347, -0.9624, -0.9881], [-2.0708, -0.8781, -0.5964], [7.6979, 0.8225, -3.5496], [-2.6598, -1.4611, 0.6671], [7.9629, -3.5594, 1.0242], [3.7635, 0.1331, 0.9122], [-6.7996, 0.8809, 5.8518], [-10.1086, 0.1324, 4.1480], [4.2590, 1.5494, 0.8935], [11.3337, -3.6388, 2.2209], [8.2983, -0.3765, -2.8730], [-6.1905, 3.3942, 3.9608], [8.7258, -2.6693, 0.9034], [-0.4608, 2.9225, -1.2625], [-0.7106, 3.6694, -0.0092], [-1.1092, -1.9254, -3.5157], [3.4474, 3.7690, -3.8442], [-1.0009, -5.4169, -1.9874], [-0.7799, 0.8732, 0.8914], [5.7473, 2.6710, -4.9144], [-8.5777, 0.3055, 2.2576], [-0.9819, 0.9020, -2.7198], [-0.7220, 3.9012, -2.3838], [-6.5662, -0.8924, 1.2120], [2.2412, 3.6182, 0.0993], [-5.0359, -0.0121, 0.9391], [-5.5728, 2.3583, 1.8454], [9.8764, -3.1625, -1.6086], [-5.2685, 1.1944, 3.9379], [-1.7712, 0.7146, -0.2257], [1.2967, 1.4728, -0.7607], [0.6096, -3.2079, -2.4725], [6.6592, -0.2718, -6.1082], [10.7901, -3.3236, -3.8556], [-7.8848, 0.9564, 0.3419], [-7.1590, 3.0456, 1.4550], [-9.2440, 1.9252, 2.5967], [10.2310, -3.1193, 1.4781], [6.4864, 1.3917, -2.8687], [-0.2982, -5.8966, -3.2360], [-1.7707, -3.9801, -2.1844], [4.1389, 3.0819, -3.1618], [-0.1341, -5.4931, -0.7780], [-8.6024, 1.1246, 2.9811], [-6.8240, 1.1527, 0.5303], [-3.0733, 1.2260, 0.3460], [3.6658, 2.8345, -1.6123], [1.2514, 2.1493, -2.6161], [-6.4737, 1.6881, -0.3626], [10.4141, -4.1350, -1.1736], [-7.5311, 2.7539, 4.9605], [-6.1127, -0.6738, 5.4279], [-6.7838, 0.1155, 5.0688], [6.0027, 1.1936, -1.3201], [7.1546, 0.2680, -4.8842], [9.5993, -1.0686, -4.9211], [8.3976, -1.7645, 1.5703], [5.5239, 2.3946, -3.7999], [-2.0924, -6.4370, -1.7606], [-3.1418, -0.9747, -1.6174], [-2.7878, 2.2507, -1.9377], [12.1135, -4.0842, 2.9867], [-0.7242, -1.7544, -0.9139], [-8.1295, -1.3231, 4.1985], [5.2172, 1.5710, 1.5676], [-7.8970, 3.6841, 3.4765], [-9.2695, 1.3923, 5.0317], [8.8774, -2.2052, -0.6696], [6.2595, -0.9295, -6.9954], [-8.1778, -0.4630, 4.8789], [-9.1223, 0.5836, 4.3077], [9.3311, -1.3041, -3.8070], [1.0729, 2.3831, -1.4626]],
  "lowdin_charge": [-0.10, -0.05, 0.11, 0.13, 0.09, 0.13, -0.22, -0.06, 0.13, -0.09, -0.33, 0.05, 0.84, -0.13, -0.04, -0.11, 0.04, 0.03, 0.02, 0.03, -0.09, -0.10, 0.05, -0.08, -0.07, 0.02, 0.13, -0.18, 0.12, 0.13, -0.14, 0.05, -0.14, 0.11, -0.19, -0.20, 0.02, 0.05, 0.10, -0.12, 0.04, 0.09, 0.13, 0.04, -0.01, 0.07, 0.12, 0.06, 0.14, -0.02, 0.14, -0.06, 0.12, 0.04, 0.10, 0.09, 0.11, 0.13, 0.14, -0.10, -0.13, 0.04, -0.09, -0.01, 0.05, -0.10, -0.22, 0.00, -0.11, 0.15, 0.13, 0.11, 0.09, 0.13, -0.17, -0.29, -0.12, 0.09, 0.09, 0.03, 0.03, 0.06, 0.01, 0.05, -0.08, 0.13, 0.12, 0.11, 0.12, -0.15, 0.06, -0.18, -0.17, 0.01, -0.08]
}

***

Record 3
{
  "formula": "C3H9NOSi2",
  "method": "ωB97M-V with the def2-TZVPD basis set",
  "largest_force_ev_per_a": 4.4,
  "gap_ev": 10.0,
  "smiles": "O=C1[C@H]([SiH3])CN1[SiH3]",
  "relative_energy_ev": 1.0197,
  "e_tot_ha": -828.5964,
  "symbols": ["O", "N", "Si", "H", "C", "H", "H", "H", "H", "H", "H", "Si", "H", "C", "H", "C"],
  "coordinates": [[0.0607, 2.3509, 0.3604], [-1.0715, 0.1665, 0.1640], [-2.7441, 0.0226, 0.6478], [1.4659, -0.2375, 1.1802], [1.1756, 0.0279, 0.2361], [-0.1281, -1.0263, -1.1239], [1.9939, 0.4358, -2.2768], [-3.1001, 1.2013, 1.4207], [3.4405, -1.2044, -1.1739], [-3.3652, -0.3744, -0.5997], [-3.0174, -1.2355, 1.5862], [2.5725, -0.0016, -1.0042], [-0.3438, -1.6626, 0.5443], [-0.0917, -0.8682, -0.0663], [3.0140, 1.2404, -0.2082], [0.1387, 1.1650, 0.3133]],
  "lowdin_charge": [0.10, -0.22, 0.60, 0.07, -0.38, 0.09, -0.07, -0.08, -0.07, -0.09, -0.06, 0.70, 0.08, -0.26, -0.03, -0.39]
}